Entry from OMol25: a single C5H7N molecule at a distorted geometry (ωB97M-V/def2-TZVPD).

Each line ends with the Löwdin charge.
Element x y z (Å)
C  -0.8759  -0.3024  2.0215  -0.206
C  -1.3946  -1.2769  2.4967  0.102
C  -0.2813  0.7819  1.4387  -0.183
C  0.1142  -0.1664  -0.8347  -0.220
C  0.7911  0.0112  -2.0915  -0.140
N  0.1124  0.7089  0.1437  0.000
H  -1.8090  -2.0885  3.0010  -0.001
H  -0.1877  -1.1973  -0.7559  0.112
H  -0.0691  1.6854  1.9906  0.098
H  0.2568  -0.6048  -2.8959  0.095
H  0.8990  1.0941  -2.5111  0.094
H  1.9460  -0.2002  -1.8449  0.118
H  0.4981  1.5549  -0.1582  0.132

LUMO energy = 0.7731 eV
highest occupied orbital energy = -6.52 eV
ΔE to the lowest compared entry with this formula, charge and spin = 4.417 eV
frontier orbital gap = 0.2680 hartree
2S+1 = 1